Record 1
This record from OMol25 describes a molecular structure, C5H4O2Pr in a non-equilibrium geometry. The level of theory is ωB97M-V/def2-TZVPD.

Summary:
**HOMO-LUMO gap (alpha / beta)**: 3.812 / 3.782 eV
**Expectation value of S²**: 3.756
**Lowest unoccupied orbital energy (alpha / beta)**: -1.69 / -1.75 eV
**Electronic energy**: -23403.397 eV
**Molar mass**: 237.0 g mol⁻¹

```
! wB97M-V def2-TZVPD RIJCOSX def2/J DEFGRID3
* xyz 0 4
Pr 2.8012 0.4838 -1.1897
O 0.9779 -1.1214 -0.1581
O -2.5568 -0.9406 -0.5150
C -1.2245 -0.5541 -0.2979
C -0.6668 2.0334 -0.2261
C 1.8437 -0.5770 0.8785
C -0.9420 0.8420 -0.2232
C -0.3156 -1.5337 -0.0080
H -3.0460 -0.2810 -1.0140
H -0.5387 3.1011 -0.2198
H 1.2802 -0.0248 1.6505
H 2.3874 -1.4277 1.3229
*
```

=====

Record 2
This record from OMol25 describes a molecular structure, C17H12AsBrF14N2PV. The level of theory is ωB97M-V/def2-TZVPD.

Summary:
**HOMO-LUMO gap (alpha / beta)**: 7.391 / 4.598 eV
**Expectation value of S²**: 3.797
**Lowest unoccupied orbital energy (alpha / beta)**: -4.72 / -7.51 eV
**Electronic energy**: -224708.633 eV
**Molar mass**: 747.0 g mol⁻¹

```
! wB97M-V def2-TZVPD RIJCOSX def2/J DEFGRID3
* xyz 1 4
Br 2.8897 0.2174 1.8394
As -2.7697 2.6368 0.0941
V -0.9328 0.2388 0.6696
P -0.8165 -0.1564 4.0499
F -1.5036 0.0813 5.4091
F -3.0118 1.2593 1.1758
F -0.1149 -1.5316 4.3378
F -2.2123 3.7257 -1.0771
F -5.6137 -2.5218 0.4583
F 0.5346 0.5935 4.3339
F 0.0013 -0.4406 2.1504
F -2.0249 -0.9539 3.3643
F -4.0609 2.0927 -0.8605
F -1.7153 -4.9800 0.4153
F -1.3485 1.1558 3.3028
F -1.3166 2.8445 1.0253
F -3.6678 3.7182 1.0118
F -1.7010 1.2709 -0.8070
N 1.1654 1.6913 0.2304
N 0.2372 -1.2518 -0.3693
C -2.2546 -1.3335 0.4239
C 1.0351 5.1919 -1.1777
C 1.4769 4.0136 -0.3611
C -0.2163 -2.5260 -0.1548
C -2.3309 -3.8086 0.4136
C 0.6017 -3.6281 -0.4363
C -3.6193 -1.3146 0.4244
C 2.2383 -2.1454 -1.3159
C 1.4061 -1.0776 -0.9460
C -1.5716 -2.5948 0.2977
C 0.8575 2.7854 -0.4927
C 2.4850 4.1051 0.5921
C -4.3105 -2.5402 0.4298
C 2.8689 2.9858 1.3041
C 1.8465 -3.4294 -1.0175
C 2.1950 1.8014 1.0674
C -3.6854 -3.7956 0.4606
H 1.7225 -0.0571 -1.0974
H -4.2640 -4.7074 0.5010
H 0.2622 -4.6235 -0.2076
H 2.9940 5.0472 0.7561
H 0.0615 2.6688 -1.2146
H 3.1846 -1.9312 -1.7918
H -4.1956 -0.4035 0.4878
H 3.6864 3.0095 2.0088
H 1.8801 5.8263 -1.4412
H 0.5409 4.8752 -2.0948
H 2.4856 -4.2738 -1.2353
H 0.3244 5.7985 -0.6138
*
```

=====

Record 3
This record from OMol25 describes a molecular structure, C2H4I2S in a non-equilibrium geometry. The level of theory is ωB97M-V/def2-TZVPD.

Summary:
**Energy above the lowest of the compared OMol25 structures with the same formula, charge and spin**: 30.9 kcal/mol
**HOMO-LUMO gap (alpha / beta)**: 8.190 / 8.189 eV
**Lowest unoccupied orbital energy (alpha / beta)**: -1.06 / -1.06 eV
**Electronic energy**: -29173.277 eV
**Molar mass**: 313.9 g mol⁻¹

```
! wB97M-V def2-TZVPD RIJCOSX def2/J DEFGRID3
* xyz 0 1
I 3.6218 0.5421 -0.7307
I 1.4865 -2.4754 -0.4612
S -1.2183 1.3946 -0.1805
C 1.6061 -0.3605 -0.5615
C -2.3093 0.4816 0.6966
H -2.0630 -0.4718 0.9956
H 1.0162 0.0536 0.4064
H 1.0863 -0.0154 -1.4583
H -3.2262 0.8512 1.2936
*
```

=====

Record 4
This record from OMol25 describes a molecular structure, C32H18N7O2PbS2 in a non-equilibrium geometry. The level of theory is ωB97M-V/def2-TZVPD.

Summary:
**Energy above the lowest of the compared OMol25 structures with the same formula, charge and spin**: 12.1 kcal/mol
**HOMO-LUMO gap**: 6.766 eV
**Lowest unoccupied orbital energy**: -5.02 eV
**Electronic energy**: -74911.106 eV
**Molar mass**: 803.9 g mol⁻¹

```
! wB97M-V def2-TZVPD RIJCOSX def2/J DEFGRID3
* xyz 1 1
Pb 1.3945 -0.5636 0.2148
S -1.9501 -1.9368 0.1486
S 0.3879 -1.0894 2.7085
O 3.7053 -0.4265 1.0215
O 5.5771 0.7441 0.7427
N -1.5732 -2.2559 5.3616
N -1.5872 -1.3228 -2.4122
N 4.4372 -7.3708 2.4387
N -4.0225 -3.7291 2.7751
N 1.9537 -3.1968 0.0070
N 2.1683 1.7639 0.6124
N -3.1681 -0.7166 -0.2190
C -2.0519 -2.2729 1.8459
C -4.8470 0.6261 0.7145
C -0.8087 3.9910 0.3545
C -3.3084 2.4468 -2.1612
C -3.6514 1.4438 -1.1746
C -0.6692 -1.5100 -3.4161
C 1.9912 4.1946 0.4693
C 1.2167 -4.0321 0.7915
C -2.9948 0.1533 -1.2650
C 3.8804 -6.4703 1.9425
C 4.1437 3.1382 0.7583
C 1.8000 -5.0741 1.5709
C -2.4906 2.1459 -3.1944
C 3.2426 -3.5007 -0.1218
C 3.3874 4.2695 0.6551
C -0.1745 5.2798 0.2435
C -4.1906 -0.5534 0.6826
C -0.2847 -0.5475 -4.3471
C -0.0521 2.8577 0.2410
C 1.4143 2.9144 0.4406
C 1.1700 5.3331 0.3076
C -3.0716 -3.1564 2.3341
C 4.3660 0.6091 0.8422
C 3.4855 1.8644 0.6908
C -4.6837 1.6492 -0.2322
C -1.8766 0.9446 -3.3061
C -2.1186 -0.0994 -2.3184
C 3.9348 -4.5433 0.5044
C 3.1938 -5.3370 1.3682
C -1.4228 -2.0225 4.2233
C -1.1095 -1.8328 2.8195
C -0.8280 0.7089 -4.2509
H 3.8748 -2.7168 -0.6242
H -5.2667 2.5684 -0.2757
H -0.8242 6.1829 0.0252
H -5.4718 0.7681 1.5776
H -0.6225 1.9469 0.2503
H 1.6832 6.2819 0.2586
H 0.1334 -4.0030 0.7431
H 5.0080 -4.7163 0.2985
H 1.2746 -5.6348 2.3019
H -4.5255 -1.3655 1.2890
H -2.4536 2.9105 -3.9760
H -1.8046 3.9983 0.6372
H -0.5799 1.5541 -4.9530
H 3.8592 5.2746 0.6917
H 0.4981 -0.6728 -5.0932
H -0.2325 -2.5475 -3.3884
H -3.6581 3.4526 -2.0444
H 5.1938 3.2005 0.8696
*
```

=====

Record 5
This record from OMol25 describes a molecular structure, C4H5N3O in a non-equilibrium geometry. The level of theory is ωB97M-V/def2-TZVPD.

Summary:
**Energy above the lowest of the compared OMol25 structures with the same formula, charge and spin**: 164.2 kcal/mol
**HOMO-LUMO gap**: 9.384 eV
**Lowest unoccupied orbital energy**: 0.11 eV
**Electronic energy**: -10740.496 eV
**Molar mass**: 111.1 g mol⁻¹

```
! wB97M-V def2-TZVPD RIJCOSX def2/J DEFGRID3
* xyz 0 1
O -2.0930 1.0724 0.1426
N 2.1064 -1.2831 -0.2852
N 0.7998 -0.8468 0.1973
N 2.1246 -0.8584 -1.6026
C -0.7130 0.5197 0.3052
C -0.3355 -0.6276 1.3182
C 0.1805 -0.0635 -0.6553
C 1.0377 -0.0218 -1.7719
H 0.0924 -0.3494 2.3045
H -0.0307 1.3932 0.7738
H -2.4569 1.8036 0.8294
H -1.1482 -1.2398 1.3352
H 0.4359 0.5015 -2.8912
*
```

=====

Record 6
This record from OMol25 describes a molecular structure, C37H35ClFeN2S2Si2 in a non-equilibrium geometry. The level of theory is ωB97M-V/def2-TZVPD.

Summary:
**Energy above the lowest of the compared OMol25 structures with the same formula, charge and spin**: 188.6 kcal/mol
**HOMO-LUMO gap (alpha / beta)**: 6.666 / 5.679 eV
**Expectation value of S²**: 6.072
**Lowest unoccupied orbital energy (alpha / beta)**: -0.55 / -1.78 eV
**Electronic energy**: -126243.855 eV
**Molar mass**: 719.3 g mol⁻¹

```
! wB97M-V def2-TZVPD RIJCOSX def2/J DEFGRID3
* xyz 0 5
Fe -0.7261 -1.4472 1.2889
Cl 3.5611 1.9646 2.2792
S 3.4214 -2.5123 3.7832
S -0.2836 2.7689 4.1172
Si 2.1006 2.6940 0.7512
Si -0.2251 -0.9115 -0.8853
N -0.3720 0.5064 2.9219
N 1.1828 -1.7582 2.7593
C -1.2983 1.8952 -3.9465
C 0.9855 1.3203 -4.5096
C 0.5479 -2.1205 0.2474
C -1.8734 -3.5256 -3.6211
C -0.7613 -4.2106 -4.1518
C 0.7794 0.4671 3.6834
C -1.6715 -2.5087 -2.6842
C 1.7092 -1.4372 -0.1807
C 1.7217 -4.1525 2.2920
C -0.8018 5.1788 -2.0601
C 0.5482 -3.8890 -3.7493
C -0.1884 1.0390 0.1678
C 0.7405 -2.8232 -2.8622
C 1.2264 0.9777 0.3658
C -1.2006 0.0003 0.2927
C 1.9704 -2.8013 2.8367
C 2.0580 -0.0937 0.1177
C 1.0278 0.4639 -3.3890
C -1.2050 1.0707 -2.8130
C 0.4509 4.7684 -2.5339
C -2.4336 -2.5747 1.3866
C 1.2989 4.0554 -1.6827
C -0.2191 4.4408 0.1733
C -2.3711 1.8849 2.4551
C 1.6375 -0.6857 3.5407
C -1.0650 1.6044 3.0689
C -0.0775 0.2942 -2.5493
C -0.1864 2.0492 -4.7873
C -2.0374 -1.4346 3.3641
C -2.7499 -1.3836 2.1307
C 0.9505 3.8705 -0.3447
C 2.8757 -0.9152 4.1053
C -1.2552 -2.6196 3.3772
C -0.3743 -2.2032 -2.3204
C 0.8969 1.5822 4.4966
C -1.1325 5.0422 -0.7041
C -1.5437 -3.3553 2.1937
H -0.6359 1.9652 -0.2325
H 0.3962 -3.1917 0.1334
H -2.2360 -0.7855 4.2113
H 3.1215 2.7575 -0.1307
H -0.4158 4.4128 1.2490
H -2.3242 1.7662 1.3715
H 1.5985 -4.1648 1.2104
H -2.2547 0.2113 0.0249
H 1.4974 3.3113 1.9196
H 3.4227 -0.1838 4.6771
H 1.6790 1.7162 5.2244
H -2.8558 -2.8705 0.4334
H -2.0624 1.0551 -2.1390
H 2.4560 -2.0023 -0.7220
H -0.6606 -2.9924 4.2079
H -2.2343 2.4302 -4.1493
H -2.0803 5.4449 -0.3324
H -3.1450 1.2061 2.8410
H -0.2255 2.7469 -5.6325
H -2.6546 2.9105 2.6992
H 1.4239 -4.4443 -4.1009
H 3.1321 0.0907 0.0564
H 2.2373 3.6329 -2.0494
H -0.9054 -5.0077 -4.8805
H 0.7571 5.0028 -3.5570
H 2.6066 -4.7624 2.5231
H -1.5148 5.6520 -2.7335
H -3.5043 -0.6614 1.8542
H 1.9682 -0.0564 -3.2020
H 1.7526 -2.4996 -2.6037
H -1.2592 -4.3825 1.9842
H 0.8395 -4.5958 2.7598
H -2.5131 -1.9503 -2.2645
H 1.8567 1.4271 -5.1717
H -2.9022 -3.7637 -3.9006
*
```